Molecular formula: C4H13NO2
Method: DFT, ωB97M-V/def2-TZVPD

Geometry as XYZ:
```
20
Properties=species:S:1:pos:R:3:forces:R:3
C 0.80640 -1.76593 1.00735 2.8 -1.4 -2.1
C 0.75985 -0.51441 0.26787 2.2 1.8 -3.8
C 1.20644 -0.71307 -1.23093 -2.6 -3.7 2.2
C 0.54751 0.77073 0.57410 0.6 -1.3 0.5
N 0.19796 1.15851 1.86086 -1.2 3.2 -0.2
H 1.87899 -2.09066 1.25297 -1.3 0.8 0.2
H 0.19624 -1.74034 1.81736 -1.7 -0.5 2.7
H 0.56028 -2.57012 0.27981 -0.5 0.3 0.7
H 0.45650 -1.60389 -1.49428 1.7 1.9 -0.6
H 1.14592 0.10906 -1.83191 -1.3 2.3 -1.4
H 2.19733 -1.01002 -1.48389 1.1 -1.0 0.8
H 0.73398 1.53597 -0.19532 -0.5 -0.3 0.6
H 0.12151 2.20455 1.99400 0.3 -2.1 0.1
H 0.53373 0.64692 2.64140 0.4 -0.2 0.4
O -1.03507 1.38450 -2.30634 2.3 -2.4 -6.4
H -1.51258 0.95188 -3.12635 0.8 1.7 3.5
H -1.46811 1.65993 -1.57188 -3.2 0.7 3.0
O -2.62511 0.84653 0.36698 -1.5 0.9 -1.6
H -2.09974 0.78262 1.12094 1.7 0.3 2.3
H -2.60201 -0.04275 0.05726 -0.1 -1.0 -0.7
```
Forces are in eV/Å.

HOMO-LUMO gap: 8.5 eV
2S+1: 1
Molecular weight: 107.15 g mol⁻¹
DFT total energy: -9941.996 eV
Charge: 0
Energy relative to the best compared isomer or geometry (same formula, charge and spin): 212.4 kJ/mol

---

Molecular formula: C27H28NOPS2SeSr
Method: DFT, ωB97M-V/def2-TZVPD

Geometry as XYZ:
```
62
Properties=species:S:1:pos:R:3:forces:R:3
Sr 0.07432 -0.28022 -0.57470 0.6 -0.1 -0.7
O 0.38650 -1.95084 -2.40664 -0.6 -0.1 0.0
C 0.96130 -1.66686 -3.67099 0.2 -0.1 0.1
C 2.41246 -1.26941 -3.52790 0.0 0.1 -0.1
C 3.23827 -1.17826 -4.64434 0.0 -0.1 0.1
C 4.53654 -0.74100 -4.47203 0.0 0.0 0.0
C 4.96899 -0.41136 -3.19367 0.0 0.0 0.0
C 4.07396 -0.53310 -2.14774 0.0 0.0 0.0
N 2.81592 -0.94905 -2.30414 0.0 0.1 0.1
H 0.74215 -2.76107 -2.02046 0.1 0.0 0.0
H 0.41644 -0.80800 -4.06401 -0.1 0.0 0.0
H 0.83100 -2.51220 -4.35062 0.1 0.0 0.0
H 2.85877 -1.44110 -5.62364 0.0 0.0 0.0
H 5.20508 -0.65485 -5.31876 0.0 0.0 0.0
H 5.97626 -0.06380 -3.01132 0.0 0.0 0.0
H 4.36871 -0.28481 -1.13437 0.0 0.0 0.0
C -3.81364 6.05155 -3.06155 0.0 0.0 0.0
C -2.74397 4.99777 -2.96160 -0.1 -0.1 0.0
C -1.49757 5.16975 -3.53963 0.1 0.0 0.0
C -0.49688 4.20458 -3.45654 0.0 0.0 0.0
C 0.82470 4.46828 -4.12005 0.0 0.0 0.0
C -0.73602 3.00649 -2.76253 -0.1 0.2 -0.1
Se 0.65609 1.68977 -2.71423 -0.1 0.1 0.2
C -1.99663 2.82889 -2.16723 0.1 0.0 -0.1
C -2.32216 1.58806 -1.39233 -0.1 -0.1 0.0
C -2.97217 3.81051 -2.27760 0.0 0.1 0.0
H -3.47759 6.89396 -3.66569 0.0 0.0 0.0
H -4.08689 6.43531 -2.07639 0.0 0.0 0.0
H -4.72155 5.65266 -3.51805 0.0 0.0 0.0
H -1.28686 6.08620 -4.08170 0.0 0.0 0.0
H 0.83341 5.45335 -4.58761 0.0 0.0 0.0
H 1.03854 3.71533 -4.88115 0.0 0.0 0.0
H 1.64388 4.40972 -3.40150 0.0 0.0 0.0
H -2.15267 0.68709 -1.99498 0.0 0.0 0.0
H -3.36212 1.57777 -1.06552 0.0 0.0 0.0
H -1.71715 1.55248 -0.47992 0.0 0.0 0.1
H -3.93899 3.64254 -1.81220 0.0 0.0 0.0
S 1.70398 -2.41411 0.87707 -1.1 0.2 0.7
P -0.11460 -2.15992 1.82135 0.4 0.6 -0.8
S -1.70829 -2.48185 0.60564 0.6 0.2 0.6
C -0.17248 -0.29688 2.25771 0.0 -1.0 0.0
C 1.00079 0.35571 2.62013 0.2 0.0 0.1
C 1.00349 1.72824 2.82873 0.1 -0.1 0.0
C -0.16500 2.46011 2.67472 -0.1 0.0 0.0
C -1.34270 1.81031 2.33457 -0.1 0.0 0.0
C -1.34743 0.43693 2.12424 -0.1 -0.1 0.1
C -0.20400 -2.99604 3.41445 0.1 -0.1 -0.1
C -1.38289 -2.92828 4.15035 0.0 -0.1 0.1
C -1.45005 -3.54776 5.38876 -0.1 0.1 -0.1
C -0.34929 -4.23465 5.88104 0.1 0.0 0.0
C 0.82058 -4.30609 5.13878 0.0 0.0 0.0
C 0.90182 -3.68562 3.89998 -0.1 0.0 0.1
H 1.91204 -0.22236 2.71850 0.0 0.1 0.0
H 1.92408 2.22596 3.10393 0.0 0.0 0.0
H -0.15788 3.53269 2.81400 0.0 0.0 0.0
H -2.26218 2.36846 2.21216 0.0 0.0 0.0
H -2.25784 -0.07869 1.83660 0.0 0.0 0.0
H -2.24585 -2.40909 3.75287 0.0 0.0 0.0
H -2.36420 -3.49922 5.96573 0.0 0.0 0.0
H -0.40645 -4.72039 6.84657 0.0 0.0 0.0
H 1.67474 -4.84854 5.52279 0.0 0.0 0.0
H 1.80867 -3.73435 3.31240 0.0 0.0 0.0
```
Forces are in eV/Å.

HOMO-LUMO gap: 7.0 eV
2S+1: 1
Molecular weight: 644.22 g mol⁻¹
DFT total energy: -129137.079 eV
Charge: 0
Energy relative to the best compared isomer or geometry (same formula, charge and spin): 7.5 kJ/mol

---

Molecular formula: C17H13F4N3O
Method: DFT, ωB97M-V/def2-TZVPD

Geometry as XYZ:
```
38
Properties=species:S:1:pos:R:3:forces:R:3
N -3.76754 -2.48905 7.11992 5.2 6.0 -1.3
O 5.72209 1.71290 -2.93891 -1.6 -2.2 -0.6
F -2.64443 1.45180 4.65438 -0.5 -0.3 0.8
F -0.44045 -2.59336 5.59872 0.2 -0.8 0.2
F -2.20801 1.24019 2.08733 1.0 -1.8 1.6
F 0.03831 -3.00004 2.83496 -0.5 1.2 0.7
N -2.28716 -0.65569 6.44941 -0.5 -0.7 1.6
N -3.00231 -1.60038 6.84090 -4.0 -4.9 -0.1
C 4.49642 1.55146 -3.01932 1.6 3.8 1.5
C 3.76075 2.85356 -2.85178 -3.9 -1.6 -0.5
C 1.03032 0.70990 -2.46318 2.2 2.7 0.0
C 1.51550 1.55671 -3.42507 0.7 0.2 4.2
C -0.40420 -0.76589 -0.09052 2.3 0.1 3.5
C 1.46789 0.76397 -1.07281 -0.3 -1.5 0.7
C -0.99800 -1.28412 1.07302 0.2 0.2 -5.7
C 2.34596 2.84641 -3.01867 3.1 -1.3 -1.6
C 0.91314 0.04875 -0.03180 -0.5 1.4 -0.3
C -2.05877 0.31798 4.28315 0.3 0.9 -0.3
C -0.87496 -1.73442 4.69915 -0.4 0.4 -1.0
C -1.74455 0.24656 2.96540 0.5 -1.0 -3.0
C -0.58034 -1.88160 3.31454 -0.9 0.3 1.3
C -1.70742 -0.70348 5.16023 -0.2 -0.6 -0.2
C -1.08955 -0.93003 2.42750 0.7 2.0 2.8
C 1.55965 4.10299 -3.20275 -0.5 -2.6 0.7
C 1.59623 0.29776 1.30840 -1.3 1.9 -1.1
H 3.84220 0.67164 -3.06112 0.7 -0.6 -0.4
H 4.41804 3.70713 -2.59515 -0.9 -0.4 -0.3
H 0.36903 -0.05404 -2.68050 -1.3 -1.4 -0.9
H 1.17863 1.34704 -4.38234 -0.3 0.3 -2.0
H -0.50648 -1.13467 -1.08822 -0.9 -0.7 -0.2
H 2.43694 1.26548 -0.89434 -0.8 -0.2 0.0
H -1.64238 -2.15882 1.00208 -0.1 0.0 -1.0
H 1.41531 4.20592 -4.25052 -0.8 0.1 -0.9
H 2.13569 4.88774 -2.90011 1.3 2.4 1.0
H 0.66018 3.96912 -2.61324 -0.5 0.5 -0.3
H 0.97098 1.07846 1.78705 0.2 -0.4 0.2
H 1.64273 -0.53834 1.94127 0.3 -1.1 0.8
H 2.54927 0.79918 1.14166 0.1 -0.4 0.1
```
Forces are in eV/Å.

HOMO-LUMO gap: 7.9 eV
2S+1: 1
Molecular weight: 351.30 g mol⁻¹
DFT total energy: -35219.584 eV
Charge: 0
Energy relative to the best compared isomer or geometry (same formula, charge and spin): 71.0 kJ/mol

---

Molecular formula: C5H16N2O2
Method: DFT, ωB97M-V/def2-TZVPD

Geometry as XYZ:
```
25
Properties=species:S:1:pos:R:3:forces:R:3
N -1.60390 -1.35317 1.37657 -0.5 -2.5 -2.0
C -0.72506 -0.89095 2.34875 2.6 0.4 0.5
C 0.09607 0.24996 1.75788 -1.0 0.0 0.4
C 0.87641 -0.32580 0.63686 0.2 2.1 -3.5
C 0.55362 0.25536 -0.86834 -1.9 -3.5 0.1
N -0.77410 -0.03425 -1.50515 -1.6 -0.8 0.8
C 1.51683 -0.50225 -1.77667 -0.8 0.2 -1.1
O 2.80429 -0.11544 -1.57035 3.1 1.0 0.3
H -1.36518 -2.32083 1.07265 -0.6 1.2 0.3
H -2.56861 -1.29019 1.59723 -0.7 -0.1 0.3
H -1.11269 -0.57125 3.22816 -2.4 1.5 2.5
H -0.13583 -1.67581 2.84033 0.7 -0.2 -0.9
H -0.63299 1.05306 1.43255 0.7 -0.9 0.1
H 0.78794 0.75198 2.42878 -0.1 -0.1 0.6
H 1.85119 0.03630 0.76370 1.7 1.1 0.2
H 1.17568 -1.36522 0.58908 -1.3 -0.8 0.1
H 0.60949 1.30078 -0.97034 0.8 1.4 0.3
H -1.23531 -0.92164 -1.20682 1.0 0.8 -0.1
H -1.55069 0.64418 -1.38569 1.6 -0.6 -0.4
H 1.32454 -0.44673 -2.89091 -0.1 0.5 1.3
H 1.46916 -1.54603 -1.55783 -0.7 -1.1 0.2
H 3.11853 -0.24525 -0.65996 -0.5 -0.1 -0.6
O -2.23642 2.51427 -0.44578 -2.6 -0.9 -0.1
H -2.15749 1.54983 -0.45658 -0.1 0.6 0.5
H -1.38196 2.85028 -0.38606 2.3 0.8 0.2
```
Forces are in eV/Å.

HOMO-LUMO gap: 9.7 eV
2S+1: 1
Molecular weight: 136.19 g mol⁻¹
DFT total energy: -12517.383 eV
Charge: 0
Energy relative to the best compared isomer or geometry (same formula, charge and spin): 292.0 kJ/mol